# 1
# C6H12O5

A molecular structure, C6H12O5 at a distorted geometry (ωB97M-V with the def2-TZVPD basis set, the OMol25 dataset).

Output
Relative energy (zero: lowest compared OMol25 entry of this formula, charge and spin) in eV: 7.028
2S+1: 1
Maximum force in eV/A: 11.7
E_HOMO in eV: -8.8580
Molecular weight in g/mol: 164.2
Charge: 0

Geometry as XYZ:
```
23
Properties=species:S:1:pos:R:3:nbo_charge:R:1
C 1.68 1.15 -0.17 -0.59
C 0.26 1.13 -0.68 0.07
C -0.17 -0.21 -1.48 0.07
O -0.64 0.29 -2.68 -0.70
H 0.23 0.74 -3.28 0.47
C -1.19 -0.78 -0.61 0.06
O -1.45 -1.95 -1.15 -0.68
H -0.47 -2.74 -1.03 0.45
C -0.69 -1.07 0.89 0.03
O 0.48 -1.66 0.84 -0.69
H 0.78 -1.62 1.89 0.50
C -0.65 0.28 1.61 0.36
O 0.43 0.45 2.36 -0.70
H 0.33 1.19 2.81 0.48
O -0.44 1.37 0.56 -0.62
H -1.79 0.70 2.03 0.17
H -1.53 -1.49 1.28 0.16
H -2.19 -0.28 -0.69 0.22
H 0.75 -0.87 -1.57 0.17
H 0.01 2.08 -1.10 0.21
H 2.08 0.20 0.47 0.20
H 2.26 1.17 -0.85 0.16
H 1.92 1.93 0.54 0.21
```

---

# 2
# C15H18Cl3GeN3O9Pt

A molecular structure, C15H18Cl3GeN3O9Pt (ωB97M-V with the def2-TZVPD basis set, the OMol25 dataset).

Output
Relative energy (zero: lowest compared OMol25 entry of this formula, charge and spin) in eV: 0.911
2S+1: 2
Maximum force in eV/A: 0.8
E_HOMO (alpha / beta) in eV: -4.2921 / -4.4080
Molecular weight in g/mol: 758.4
Charge: -1

Geometry as XYZ:
```
50
Properties=species:S:1:pos:R:3:mulliken_spin:R:1
Pt -0.32 0.25 0.08 0.71
Cl -2.51 -1.68 1.18 0.03
Ge -0.79 -2.35 -0.25 0.01
Cl -0.32 -4.34 0.71 0.02
Cl -2.18 -3.06 -1.93 0.00
O 2.94 1.21 -2.44 0.01
C 2.91 1.12 -1.21 0.00
O 2.09 0.55 -0.43 0.00
C 4.09 1.82 -0.47 0.00
N 3.69 1.92 0.96 -0.01
C 3.46 3.36 1.32 0.00
C 3.32 4.04 -0.03 0.00
C 4.30 3.26 -0.93 0.00
H 4.98 1.20 -0.57 0.00
H 4.33 1.47 1.61 0.00
H 2.80 1.39 1.06 0.00
H 4.33 3.73 1.86 0.00
H 2.59 3.42 1.96 0.00
H 3.55 5.11 0.03 0.00
H 2.30 3.93 -0.41 0.00
H 5.32 3.60 -0.76 0.00
H 4.06 3.34 -1.98 0.00
O 1.93 0.76 2.75 0.01
C 1.17 -0.23 2.81 0.05
O 0.36 -0.66 1.96 0.07
C 1.27 -1.08 4.06 -0.01
C 0.57 -2.28 4.18 0.00
C 0.71 -3.01 5.35 0.00
C 1.50 -2.60 6.39 0.00
C 2.17 -1.40 6.25 0.00
C 2.07 -0.64 5.10 0.00
N 3.04 -0.94 7.36 0.00
O 3.69 0.07 7.19 0.00
O 3.05 -1.60 8.37 0.00
N 0.00 -4.31 5.50 0.00
O -0.63 -4.71 4.56 0.00
O 0.12 -4.88 6.57 0.00
H -0.07 -2.63 3.38 0.00
H 1.60 -3.19 7.29 0.00
H 2.60 0.30 5.01 0.00
C -3.22 0.59 -1.25 0.02
O -2.19 1.40 -1.84 0.01
C -0.99 1.35 -1.34 0.07
C -0.10 2.28 -2.10 0.03
H -4.16 1.03 -1.56 0.00
H -3.12 0.58 -0.17 -0.02
H -3.13 -0.43 -1.62 0.00
H -0.66 2.86 -2.83 0.00
H 0.68 1.69 -2.60 -0.01
H 0.42 2.94 -1.41 -0.01
```

---

# 3
# C23H46N2O10S2

3 unconnected molecules or ions with the total composition C23H46N2O10S2 at a distorted geometry (ωB97M-V with the def2-TZVPD basis set, the OMol25 dataset).

Output
2S+1: 1
Maximum force in eV/A: 2.2
E_HOMO in eV: -8.3870
Molecular weight in g/mol: 574.8
Charge: 0
SMILES: C[C@@H](COC(=O)CS[C@@H]1COC(=O)C1)OC(=O)CS.COCCNCCOC.COCCNCCOC

Geometry as XYZ:
```
83
Properties=species:S:1:pos:R:3:mulliken_charge:R:1
C -0.73 -3.57 1.17 -1.48
C 0.59 -4.22 1.51 0.56
C 0.59 -5.74 1.30 -0.89
O -0.73 -6.27 1.08 -0.37
C -1.07 -6.41 -0.20 0.69
O -0.45 -5.95 -1.13 -0.52
C -2.35 -7.18 -0.38 -0.58
S -3.57 -6.19 -1.29 -0.14
C -3.89 -4.82 -0.17 1.19
C -5.20 -4.82 0.66 -0.75
O -5.84 -3.56 0.42 -0.38
C -4.87 -2.71 -0.06 0.49
O -4.75 -1.56 0.28 -0.51
C -4.07 -3.56 -1.02 -0.72
O 1.72 -3.61 0.89 -0.44
C 1.82 -3.72 -0.48 0.59
O 2.58 -4.54 -0.98 -0.56
C 1.04 -2.72 -1.32 0.53
S 0.81 -3.22 -3.03 -0.16
H -1.02 -3.72 0.14 0.17
H -0.68 -2.52 1.43 0.42
H -1.50 -4.01 1.79 0.56
H 0.73 -4.04 2.56 0.49
H 0.94 -6.21 2.20 0.33
H 1.27 -6.03 0.51 0.50
H -2.77 -7.44 0.58 0.28
H -2.18 -8.07 -0.96 0.44
H -3.08 -4.60 0.52 -0.71
H -4.90 -4.78 1.70 0.31
H -5.85 -5.66 0.54 0.34
H -3.18 -3.11 -1.41 0.26
H -4.81 -3.79 -1.78 0.43
H 1.66 -1.83 -1.39 0.32
H 0.12 -2.40 -0.85 -0.79
H -0.24 -4.05 -2.96 0.10
C -2.29 5.25 -0.87 -0.77
O -2.45 4.41 0.26 -0.28
C -3.74 3.82 0.38 -0.90
C -3.69 2.33 0.12 -0.09
N -3.43 2.04 -1.29 -0.33
C -3.12 0.64 -1.57 -1.03
C -1.88 0.03 -0.93 0.57
O -0.66 0.55 -1.42 -0.41
C -0.23 1.76 -0.81 -0.37
H -1.34 5.77 -0.75 0.25
H -2.26 4.68 -1.80 0.32
H -3.10 5.99 -0.93 0.35
H -4.46 4.31 -0.29 0.44
H -4.07 3.98 1.41 0.38
H -4.66 1.89 0.39 0.36
H -2.93 1.90 0.78 0.15
H -2.65 2.61 -1.60 0.16
H -3.01 0.55 -2.66 0.44
H -3.99 0.03 -1.29 0.31
H -1.88 -1.03 -1.20 -0.36
H -1.91 0.08 0.16 0.29
H -0.54 1.83 0.23 0.24
H -0.61 2.63 -1.37 0.12
H 0.85 1.80 -0.86 0.17
C 4.96 4.57 3.47 -0.71
O 5.17 5.43 2.37 -0.34
C 6.35 5.17 1.62 -0.81
C 6.02 4.60 0.26 -0.19
N 5.49 3.25 0.35 -0.31
C 4.93 2.72 -0.89 -0.81
C 3.73 3.43 -1.50 -0.54
O 2.53 3.32 -0.75 -0.27
C 2.38 4.25 0.31 -0.63
H 4.14 4.98 4.06 0.24
H 4.70 3.56 3.16 0.29
H 5.85 4.53 4.11 0.34
H 7.02 4.50 2.17 0.40
H 6.86 6.12 1.49 0.39
H 6.94 4.58 -0.34 0.38
H 5.32 5.29 -0.22 0.17
H 4.77 3.22 1.07 0.08
H 4.64 1.69 -0.69 0.40
H 5.73 2.69 -1.64 0.41
H 3.52 2.94 -2.46 0.40
H 3.93 4.48 -1.73 0.33
H 2.85 5.21 0.08 0.33
H 2.79 3.86 1.25 0.22
H 1.31 4.41 0.45 0.22
```

---

# 4
# C45H42FN2O2

2 unconnected molecules or ions with the total composition C45H42FN2O2 at a distorted geometry (ωB97M-V with the def2-TZVPD basis set, the OMol25 dataset).

Output
2S+1: 1
Maximum force in eV/A: 2.3
E_HOMO in eV: -10.9011
Molecular weight in g/mol: 661.8
Charge: +1

Geometry as XYZ:
```
92
Properties=species:S:1:pos:R:3:mulliken_charge:R:1
C -2.50 7.38 -3.57 -0.81
O -1.29 6.70 -3.95 -0.42
C -0.78 5.77 -3.10 0.79
C 0.26 4.96 -3.63 -0.97
C 0.70 3.86 -2.92 -0.16
C 0.24 3.62 -1.60 -0.44
C 0.73 2.48 -0.84 0.95
C 1.18 1.33 -1.54 -1.12
C 2.06 0.39 -1.01 0.63
C 3.32 0.00 -1.61 -0.10
C 4.23 -0.83 -0.91 -0.33
C 5.39 -1.29 -1.52 -0.80
C 5.67 -0.92 -2.85 -0.50
C 4.79 -0.08 -3.55 -0.60
C 3.64 0.41 -2.93 -0.25
C 0.88 2.57 0.62 -0.79
C 1.30 3.78 1.24 -0.64
C 1.45 3.87 2.61 -1.04
C 1.15 2.76 3.44 0.43
O 1.14 2.99 4.79 -0.47
C 0.69 1.93 5.66 -0.69
C 0.77 1.54 2.84 0.00
C 0.65 1.47 1.46 1.25
C -0.76 4.47 -1.07 -0.42
C -1.31 5.50 -1.82 -0.70
H -2.74 7.99 -4.44 0.25
H -3.32 6.66 -3.39 0.36
H -2.33 8.00 -2.69 0.33
H 0.63 5.18 -4.63 0.46
H 1.43 3.20 -3.39 0.40
H 0.89 1.25 -2.59 1.37
H 1.96 0.09 0.02 -0.24
H 4.00 -1.08 0.14 0.50
H 6.07 -1.96 -0.98 0.42
H 6.58 -1.30 -3.33 0.39
H 4.98 0.19 -4.59 0.42
H 2.96 1.08 -3.44 0.41
H 1.53 4.65 0.62 0.57
H 1.75 4.80 3.09 0.45
H 0.66 2.39 6.65 0.25
H -0.31 1.57 5.38 0.31
H 1.40 1.10 5.64 0.30
H 0.53 0.66 3.44 0.26
H 0.28 0.55 1.00 -0.16
H -1.16 4.26 -0.08 0.54
H -2.15 6.08 -1.43 0.41
F -1.68 -0.26 1.63 -0.47
C -1.71 -1.64 1.23 3.13
C -2.23 -2.42 2.44 -0.40
C -2.60 -1.77 3.62 -0.59
C -2.84 -2.51 4.78 -0.73
C -2.77 -3.90 4.76 -0.61
C -2.49 -4.56 3.55 -0.97
C -2.20 -3.82 2.40 -0.25
C -2.54 -1.69 -0.05 -1.18
C -3.63 -2.56 -0.17 -0.11
C -4.35 -2.59 -1.38 -0.91
C -4.03 -1.71 -2.41 -0.57
C -2.98 -0.79 -2.25 -0.78
C -2.25 -0.77 -1.06 0.36
C -0.23 -2.03 0.94 0.16
C 0.64 -2.09 2.22 -0.89
C 1.00 -3.56 2.43 -0.66
C 0.88 -4.20 1.05 -0.90
N -0.08 -3.36 0.27 0.52
C 0.19 -3.26 -1.12 0.15
C 1.42 -2.68 -1.52 0.22
C 1.41 -1.97 -2.72 -1.04
N 0.29 -1.77 -3.42 -0.52
C -0.69 -2.69 -3.27 -0.90
C -0.81 -3.44 -2.10 -0.16
H -2.67 -0.68 3.64 0.42
H -3.09 -1.98 5.71 0.43
H -2.93 -4.48 5.67 0.42
H -2.48 -5.65 3.50 0.41
H -1.92 -4.30 1.46 0.50
H -3.92 -3.20 0.66 0.48
H -5.16 -3.32 -1.49 0.42
H -4.59 -1.73 -3.35 0.42
H -2.71 -0.10 -3.05 0.41
H -1.45 -0.04 -0.91 0.22
H 0.16 -1.25 0.25 -0.02
H 1.55 -1.51 2.02 0.36
H 0.13 -1.62 3.08 0.28
H 2.00 -3.67 2.84 0.52
H 0.29 -4.03 3.11 0.20
H 1.86 -4.25 0.56 0.47
H 0.50 -5.23 1.10 0.38
H 2.29 -2.65 -0.86 0.40
H 2.32 -1.50 -3.10 0.65
H -1.43 -2.76 -4.08 0.40
H -1.71 -4.01 -1.88 0.54
```

---

# 5
# C29H22NO7S3

A molecular structure, C29H22NO7S3 at a distorted geometry (ωB97M-V with the def2-TZVPD basis set, the OMol25 dataset).

Output
2S+1: 1
Maximum force in eV/A: 6.9
E_HOMO in eV: -4.2874
Molecular weight in g/mol: 592.7
Charge: -1

Geometry as XYZ:
```
62
Properties=species:S:1:pos:R:3:nbo_charge:R:1
C -1.58 4.85 2.90 -0.22
C -0.70 4.32 3.85 -0.23
C -0.44 2.95 3.89 -0.19
C -1.08 2.12 2.96 -0.31
S -0.71 0.35 2.87 2.09
C 0.67 0.11 1.47 -0.33
C 1.48 -1.07 2.12 -0.03
C 2.82 -1.06 1.78 -0.14
C 3.67 -2.13 2.06 -0.14
C 3.22 -3.18 2.86 -0.19
C 4.13 -4.28 3.18 0.31
N 4.84 -5.17 3.42 -0.35
C 1.89 -3.15 3.30 -0.16
C 1.03 -2.10 2.96 -0.20
O -0.37 0.12 4.26 -0.93
O -1.83 -0.37 2.28 -0.96
C -2.03 2.62 2.09 -0.21
C -2.25 3.99 2.01 -0.15
H -1.74 5.92 2.85 0.21
H -0.19 4.96 4.57 0.21
H 0.25 2.55 4.63 0.24
H 1.21 1.01 1.89 0.22
H 3.19 -0.20 1.23 0.21
H 4.67 -2.18 1.63 0.23
H 1.53 -4.00 3.90 0.22
H 0.00 -2.19 3.30 0.24
H -2.58 1.93 1.45 0.26
H -2.93 4.36 1.25 0.21
C -5.28 2.74 -1.44 -0.25
O -3.95 3.30 -1.50 -0.51
C -2.87 2.49 -1.31 0.30
C -3.00 1.11 -0.99 -0.33
C -1.87 0.41 -0.64 -0.12
C -0.59 0.98 -0.60 -0.06
C 0.58 0.12 0.02 -0.29
C 0.79 -0.90 -1.22 -0.91
S 2.33 -1.64 -1.55 2.14
O 3.37 -0.60 -1.70 -0.98
O 2.55 -2.74 -0.65 -0.97
C 2.11 -2.38 -3.18 -0.18
C 0.79 -2.38 -3.57 -0.31
C 0.42 -3.05 -4.74 -0.17
C 1.38 -3.76 -5.48 -0.22
C 2.73 -3.76 -5.06 -0.21
C 3.09 -3.07 -3.91 -0.22
S -0.32 -1.48 -2.51 2.16
O -1.25 -2.41 -1.94 -0.96
O -0.81 -0.43 -3.42 -0.96
C -0.47 2.32 -1.06 -0.13
C -1.59 3.05 -1.41 -0.30
H -5.89 3.58 -1.74 0.19
H -5.42 1.90 -2.12 0.18
H -5.51 2.42 -0.41 0.18
H -3.98 0.63 -0.95 0.22
H -1.99 -0.61 -0.27 0.24
H 1.54 0.69 -0.16 0.26
H -0.63 -3.01 -5.05 0.23
H 1.08 -4.25 -6.42 0.21
H 3.48 -4.25 -5.67 0.21
H 4.11 -3.03 -3.56 0.23
H 0.49 2.82 -1.06 0.20
H -1.56 4.10 -1.71 0.22
```

---

# 6
# C2H40O20

19 unconnected molecules or ions with the total composition C2H40O20 at a distorted geometry (ωB97M-V with the def2-TZVPD basis set, the OMol25 dataset).

Output
Relative energy (zero: lowest compared OMol25 entry of this formula, charge and spin) in eV: 0.778
2S+1: 1
Maximum force in eV/A: 3.8
E_HOMO in eV: -3.4358
Molecular weight in g/mol: 384.3
Charge: -2

Geometry as XYZ:
```
62
Properties=species:S:1:pos:R:3:nbo_charge:R:1
O -9.48 0.48 9.02 -0.99
C -10.57 0.21 9.81 -0.08
C -10.88 1.42 10.71 -0.12
O -12.16 1.30 11.30 -1.05
H -10.46 -0.66 10.44 0.13
H -11.45 0.07 9.13 0.14
H -10.88 2.45 10.27 0.18
H -10.18 1.52 11.52 0.11
O -7.77 1.41 10.69 -0.99
H -8.39 0.98 10.07 0.50
H -7.96 0.91 11.50 0.45
O -10.26 -2.95 11.84 -0.97
H -11.08 -3.01 11.31 0.50
H -10.51 -2.25 12.39 0.48
O -10.71 -0.48 13.08 -0.96
H -10.95 -0.17 12.22 0.50
H -9.77 -0.32 13.14 0.47
O -8.20 4.11 10.70 -0.96
H -7.98 3.19 10.69 0.51
H -8.20 4.21 11.73 0.46
O -13.32 1.12 13.65 -0.99
H -12.94 1.86 14.07 0.45
H -12.90 1.16 12.78 0.50
O -9.26 2.86 7.74 -0.99
H -9.74 3.56 8.20 0.47
H -9.52 2.09 8.28 0.48
O -8.21 -1.64 10.58 -0.99
H -8.94 -2.11 11.05 0.48
H -8.74 -1.04 10.05 0.48
O -13.83 -0.10 7.17 -0.96
H -13.89 -0.87 7.71 0.46
H -14.01 0.61 7.77 0.50
O -12.06 4.07 11.70 -0.98
H -12.08 3.14 11.54 0.50
H -11.82 4.21 12.61 0.47
O -11.06 0.55 6.54 -0.96
H -11.82 -0.06 6.57 0.47
H -10.65 0.41 7.39 0.47
O -9.94 2.52 13.79 -0.95
H -10.24 1.90 13.16 0.48
H -10.13 2.08 14.65 0.46
O -10.34 4.87 9.38 -1.01
H -9.67 4.48 9.94 0.50
H -11.17 4.77 9.91 0.49
O -13.57 -0.86 10.79 -0.98
H -12.95 -0.24 11.15 0.50
H -13.96 -1.12 11.58 0.46
O -14.96 1.69 11.31 -0.95
H -14.69 0.80 11.42 0.45
H -14.28 1.91 10.69 0.48
O -7.47 0.46 7.54 -0.95
H -8.23 0.38 8.09 0.48
H -7.85 0.04 6.79 0.45
O -12.31 -2.90 9.70 -0.97
H -12.82 -2.18 9.93 0.49
H -12.36 -2.71 8.77 0.46
O -9.34 -1.83 7.53 -0.98
H -9.48 -0.95 7.95 0.49
H -9.81 -2.44 8.11 0.45
O -13.46 2.21 9.02 -1.00
H -12.94 2.61 8.32 0.49
H -12.79 1.86 9.63 0.50
```

---

# 7
# C4H3N4

A gas-phase ion, C4H3N4 (charge -1) at a distorted geometry (ωB97M-V with the def2-TZVPD basis set, the OMol25 dataset).

Output
Relative energy (zero: lowest compared OMol25 entry of this formula, charge and spin) in eV: 1.016
2S+1: 1
Maximum force in eV/A: 2.9
E_HOMO (alpha / beta) in eV: -2.6417 / -2.6409
Molecular weight in g/mol: 107.1
Charge: -1

Geometry as XYZ:
```
11
Properties=species:S:1:pos:R:3:nbo_charge:R:1
C -1.38 -0.06 -0.01 -0.31
C -0.78 1.20 -0.06 -0.50
C -0.63 -1.21 0.14 -0.11
C 0.57 1.28 0.06 0.36
N 1.79 1.17 0.06 -0.34
N 2.53 0.06 -0.01 -0.20
N 1.90 -1.07 0.00 -0.09
N 0.65 -1.15 -0.10 -0.35
H -2.39 -0.25 -0.09 0.18
H -1.21 2.19 -0.26 0.22
H -1.04 -2.18 0.28 0.15
```

---

# 8
# C38H56BaN7O3Si3

A molecular structure, C38H56BaN7O3Si3 at a distorted geometry (ωB97M-V with the def2-TZVPD basis set, the OMol25 dataset).

Output
Relative energy (zero: lowest compared OMol25 entry of this formula, charge and spin) in eV: 0.740
2S+1: 1
Maximum force in eV/A: 1.8
E_HOMO in eV: -3.2185
Molecular weight in g/mol: 880.5
Charge: -1

Geometry as XYZ:
```
108
Properties=species:S:1:pos:R:3:mulliken_charge:R:1
Ba 0.47 -0.27 -0.65 0.34
C -1.42 -4.03 3.12 -1.68
C -0.50 -2.84 3.30 2.16
C -0.33 -2.46 4.78 0.29
C 0.29 -1.11 5.04 -1.96
C 0.90 -0.21 4.24 -0.57
C 1.12 -0.14 2.82 0.53
N 0.48 -1.12 1.96 1.82
C 2.02 0.78 2.28 0.17
C 2.86 1.62 3.11 -1.27
C 3.58 2.63 2.57 -1.18
C 3.59 2.83 1.17 -1.01
C 2.92 1.91 0.40 0.99
N 2.19 0.90 0.91 0.50
C 3.00 2.04 -1.11 -0.24
C 4.07 2.71 -1.71 -1.06
C 4.06 2.87 -3.08 -0.63
C 3.03 2.32 -3.83 -0.95
C 2.04 1.60 -3.19 0.58
C 0.98 0.86 -3.96 -0.82
N 2.03 1.50 -1.86 1.31
H -1.03 -4.93 3.60 0.41
H -1.57 -4.26 2.07 0.34
H -2.41 -3.84 3.55 0.34
H -1.34 -2.43 5.21 0.23
H 0.25 -0.83 6.09 0.23
H 1.25 0.67 4.77 0.19
H 2.91 1.44 4.17 0.42
H 4.17 3.27 3.21 0.37
H 4.12 3.67 0.73 0.38
H 4.88 3.09 -1.11 0.52
H 4.87 3.40 -3.57 0.41
H 3.01 2.42 -4.91 0.51
H 0.81 1.35 -4.92 0.52
H 0.02 0.81 -3.44 -0.37
H 1.32 -0.16 -4.15 0.12
C -2.91 -1.14 -2.50 -0.84
C -2.82 0.29 -2.95 0.67
C -3.54 0.71 -4.06 -0.87
C -3.39 2.03 -4.45 -0.86
C -2.57 2.88 -3.75 -0.85
C -1.88 2.40 -2.59 0.41
N -2.01 1.08 -2.25 0.36
N -1.10 3.16 -1.83 -0.33
Si -0.76 4.82 -1.96 -0.03
C 0.34 5.29 -0.51 -0.87
C -2.29 5.93 -1.88 -1.14
C 0.20 5.26 -3.54 -0.98
H -3.95 -1.44 -2.34 0.48
H -2.37 -1.30 -1.57 -0.30
H -2.49 -1.82 -3.24 0.27
H -4.19 0.02 -4.59 0.48
H -3.92 2.41 -5.32 0.38
H -2.46 3.91 -4.05 0.30
H -0.21 5.21 0.43 0.25
H 0.71 6.31 -0.59 0.38
H 1.20 4.62 -0.44 0.06
H -2.81 5.78 -0.93 0.30
H -3.00 5.72 -2.68 0.33
H -2.01 6.98 -1.94 0.34
H 1.17 4.76 -3.55 0.19
H 0.38 6.34 -3.60 0.40
H -0.33 4.96 -4.45 0.32
C -3.45 -1.08 4.12 -1.43
Si -2.26 -0.31 2.86 0.52
C -1.79 1.38 3.50 -0.75
C -3.23 -0.08 1.26 -0.87
C -0.89 -1.61 2.40 -1.87
Si 1.10 -2.76 2.32 0.51
C 2.82 -2.74 3.05 -1.36
C 0.43 -3.53 5.56 -1.70
C 1.08 -3.98 0.90 -1.16
H -4.34 -0.45 4.15 0.39
H -3.03 -1.10 5.12 0.34
H -3.77 -2.08 3.85 0.35
H -2.71 1.97 3.52 0.51
H -1.09 1.89 2.84 -0.04
H -1.38 1.35 4.50 0.30
H -4.11 0.55 1.44 0.47
H -3.59 -1.03 0.86 0.27
H -2.65 0.42 0.50 0.02
H -1.35 -2.04 1.50 0.83
H 2.89 -2.12 3.95 0.34
H 3.50 -2.32 2.30 0.38
H 3.17 -3.75 3.28 0.45
H 0.41 -3.31 6.63 0.46
H 1.48 -3.57 5.26 0.28
H 0.00 -4.52 5.43 0.40
H 1.88 -3.81 0.18 0.22
H 0.13 -4.01 0.37 0.09
H 1.25 -4.97 1.35 0.55
O -0.60 1.87 0.41 0.09
H -0.78 2.41 -0.45 0.40
H 0.07 2.37 0.88 0.03
C -0.53 -5.88 -3.30 -1.25
N 0.24 -4.70 -2.98 0.19
C 1.53 -4.59 -3.40 -0.24
C 2.29 -3.54 -3.08 -1.21
C 1.69 -2.49 -2.28 0.90
O 2.37 -1.50 -1.93 -0.59
N 0.39 -2.59 -1.90 0.35
C -0.34 -3.70 -2.17 -0.20
O -1.46 -3.88 -1.72 -0.75
H -0.53 -6.05 -4.38 0.38
H -1.54 -5.73 -2.95 0.35
H -0.11 -6.76 -2.81 0.34
H 1.89 -5.42 -4.00 0.43
H 3.31 -3.45 -3.41 0.49
```

---

Calculated electronic energy in order - -611.75506; -5000.66358; -2562.13441; -2099.51360; -2894.17159; -1605.03834; -373.07437; -2984.94651 Eh